1.
C27H46BrNOP2SSr as an isolated structure in a non-equilibrium geometry, computed with ωB97M-V/def2-TZVPD.

Charge: +2
Orbital gap: 5.054 eV
Energy: -4871.5068 Eh
E_HOMO: -11.5 eV
ΔE to the lowest compared entry with this formula, charge and spin: 0.0 kJ/mol

Atoms and positions in Å:
N 9.37237 4.03292 3.48887
C 9.11687 2.85349 4.05498
C 8.02363 2.06745 3.66080
C 7.14719 2.52757 2.64742
C 7.42226 3.81994 2.14757
C 8.55749 4.51749 2.55718
C 6.03558 1.70848 2.14832
Sr 2.45140 -1.19651 -0.11414
P -1.13432 -1.68012 -5.54706
C 5.19760 2.15948 1.18076
C 3.87290 1.72635 0.80470
C 3.47401 1.93498 -0.53968
C 2.17157 1.67993 -0.94741
C 1.13707 1.51841 0.02660
C 1.56893 1.08928 1.31151
C 2.92205 1.12844 1.69911
Br 0.06491 -0.72899 -1.49289
H 5.91425 0.73784 2.63078
H 5.56197 3.00163 0.60300
H 7.88655 1.08352 4.11167
H 6.76998 4.25957 1.39446
H 9.79860 2.50369 4.85314
H 8.78766 5.49394 2.11390
H 4.18352 2.38155 -1.24347
H 3.17051 0.87306 2.74604
H 1.96293 1.66848 -2.01942
H 0.79416 0.79047 2.03135
P -0.47733 2.38945 -0.12791
C 0.18289 -2.53137 -4.58747
C 0.88669 -3.48286 -5.56525
H -0.29285 -3.05946 -3.74810
H 0.86195 -1.77286 -4.17432
H 1.48125 -4.21991 -5.01734
H 0.14845 -4.01576 -6.18209
H 1.55541 -2.93372 -6.24240
C -0.37766 -0.02281 -5.76976
C -1.06906 0.69082 -6.94231
H 0.69533 -0.17818 -5.97393
H -0.49309 0.51812 -4.81592
H -0.47935 1.56824 -7.23509
H -1.15573 0.02268 -7.81354
H -2.07721 1.03235 -6.66322
C -2.48983 -1.30021 -4.34987
C -3.56935 -2.38872 -4.38850
H -2.90168 -0.32941 -4.66680
H -2.03074 -1.19410 -3.35412
H -4.35051 -2.14633 -3.65714
H -4.03832 -2.45980 -5.38188
H -3.16006 -3.37796 -4.13844
C -2.25315 2.07776 0.23585
C -3.01845 3.28545 0.80461
H -2.33238 1.17889 0.87031
H -2.69765 1.82299 -0.74108
H -2.85870 3.41089 1.88342
H -2.70190 4.20361 0.29308
H -4.09555 3.17899 0.63164
C -0.48116 2.73080 -1.89129
C 0.30742 3.98400 -2.24729
H -1.52721 2.79857 -2.23216
H -0.08003 1.81463 -2.35208
H -0.06362 4.85998 -1.69908
H 1.38595 3.88681 -2.05920
H 0.16945 4.19795 -3.31194
C -0.13211 3.85680 0.88223
C -0.25183 3.57601 2.38711
H -0.81544 4.64888 0.55244
H 0.88374 4.18271 0.63164
H 0.66159 3.91737 2.89677
H -1.10863 4.12914 2.80071
H -0.37828 2.50782 2.63052
C -1.85403 -1.70159 2.05071
S -0.56929 -2.80425 1.41444
C -0.28133 -3.77418 2.87729
O 0.70664 -1.94362 1.33431
H -1.88306 -1.57703 3.15035
H -2.79424 -2.14759 1.69054
H -1.68260 -0.73542 1.56136
H -1.00377 -4.58708 2.96919
H 0.71288 -4.19791 2.74669
H -0.30849 -3.12911 3.75829

Löwdin atomic charge list, values in e, 4 entries:
1. N 0.07
2. C -0.11
3. C -0.01
4. C -0.21



2.
C27H46BrNOP2SW as an isolated structure in a non-equilibrium geometry, computed with ωB97M-V/def2-TZVPD.

Charge: +4
Orbital gap (spin up / spin down): 3.630 / 3.706 eV
Spin multiplicity: 3
Energy: -4906.6324 Eh
E_HOMO (spin up / spin down): -17.9 / -17.9 eV
ΔE to the lowest compared entry with this formula, charge and spin: 61.0 kJ/mol

Atoms and positions in Å:
N -0.68664 -9.41047 -4.02798
C -0.28154 -9.51569 -2.76083
C 0.11723 -8.40022 -2.00938
C -0.00551 -7.10984 -2.57534
C -0.43072 -7.02893 -3.91905
C -0.75120 -8.21169 -4.60638
C 0.24954 -5.89948 -1.80571
W -0.60973 0.56549 0.31842
P -3.72499 4.44067 2.84751
C -0.37906 -4.71489 -2.03805
C -0.21434 -3.52246 -1.22398
C -1.11436 -2.42748 -1.33598
C -0.92215 -1.27675 -0.55586
C 0.24335 -1.21805 0.31136
C 1.04666 -2.33178 0.53286
C 0.83502 -3.44750 -0.28918
Br -0.25027 1.45781 2.51491
H 0.94298 -6.01177 -0.96923
H -1.09794 -4.64201 -2.85945
H 0.47644 -8.54668 -0.99414
H -0.51515 -6.06981 -4.42199
H -0.26178 -10.51871 -2.32524
H -1.06279 -8.16527 -5.65303
H -1.95005 -2.50326 -2.03163
H 1.50854 -4.29651 -0.20346
H -1.75832 -0.46113 -0.48726
H 1.80194 -2.31137 1.30276
P 1.16897 1.43172 -0.84522
C -3.77813 2.78516 3.66052
C -5.13788 2.55450 4.32950
H -2.96427 2.76008 4.40119
H -3.58122 2.01834 2.89731
H -5.05405 1.74565 5.06294
H -5.49608 3.45107 4.85086
H -5.89709 2.25922 3.59606
C -4.10097 3.99425 1.09550
C -4.67280 5.20223 0.34764
H -4.82660 3.16717 1.11362
H -3.17277 3.64002 0.62241
H -5.18874 4.86626 -0.55793
H -5.39307 5.75386 0.96501
H -3.88200 5.89709 0.04115
C -1.90637 4.74182 2.74395
C -1.42414 5.66431 3.86444
H -1.71990 5.19674 1.75885
H -1.38411 3.77127 2.78605
H -0.42646 6.04437 3.61724
H -2.09844 6.51980 3.99521
H -1.34482 5.14070 4.82503
C 2.33990 2.83282 -0.63203
C 3.39197 3.10672 -1.71115
H 2.83185 2.70255 0.34445
H 1.70056 3.72182 -0.53024
H 4.19890 2.36907 -1.71582
H 2.98101 3.17254 -2.72221
H 3.86526 4.07541 -1.51471
C -0.42723 2.26565 -1.38185
C -0.96117 1.76784 -2.72721
H -0.13941 3.32635 -1.40336
H -1.30735 2.26196 -0.63976
H -0.39515 2.16045 -3.58102
H -0.96373 0.67346 -2.79756
H -2.00392 2.09384 -2.82395
C 1.89725 0.45830 -2.22411
C 3.13484 -0.37313 -1.86491
H 2.13331 1.16955 -3.02855
H 1.12535 -0.21665 -2.61924
H 3.05182 -1.36399 -2.32909
H 4.06445 0.07722 -2.23802
H 3.22760 -0.51999 -0.78147
C 4.49670 -1.06030 3.45666
S 3.92124 0.27902 2.38595
C 5.37446 0.52354 1.33821
O 2.91516 -0.32971 1.45248
H 5.39929 -0.74060 3.98640
H 4.65426 -1.95294 2.84058
H 3.69326 -1.24194 4.17777
H 5.51866 -0.40374 0.77408
H 5.12307 1.33674 0.65091
H 6.23364 0.80036 1.95278

Löwdin atomic charge list, values in e, 4 entries:
1. N 0.13
2. C -0.06
3. C 0.04
4. C -0.18



3.
A 3-piece molecular cluster, C27H46N2O8P2S overall in a non-equilibrium geometry, computed with ωB97M-V/def2-TZVPD.

Charge: 0
Orbital gap: 7.443 eV
Energy: -2848.7638 Eh
E_HOMO: -7.8 eV
SMILES: NCCCc1ccc2c(c1)Nc1ccccc1S2.CCOP(=O)(OCC)OCC.CCOP(=O)(OCC)OCC

Atoms and positions in Å:
N 6.21024 -3.64756 1.88958
C 5.88037 -4.16812 0.54608
C 4.97936 -3.22297 -0.32012
C 4.40985 -1.97865 0.42518
C 3.02344 -2.30226 0.98886
C 2.91468 -2.64983 2.33998
C 1.64409 -2.97571 2.83198
C 0.54764 -2.93987 1.98611
C 0.62437 -2.57084 0.62650
C 1.89726 -2.24629 0.15507
N -0.53667 -2.52756 -0.22788
C -1.34184 -3.71365 -0.12150
C -1.82632 -4.37613 -1.25163
C -2.61643 -5.52513 -1.15806
C -2.96286 -6.04808 0.09726
C -2.52069 -5.39268 1.24560
C -1.72335 -4.26137 1.11920
S -1.09547 -3.39055 2.55907
H 7.21494 -3.59790 2.01618
H 5.84530 -4.24594 2.62028
H 6.82786 -4.33448 0.00363
H 5.39250 -5.14721 0.68072
H 4.10398 -3.82494 -0.62761
H 5.47116 -2.92403 -1.25984
H 5.09332 -1.53552 1.15776
H 4.24627 -1.20393 -0.35174
H 3.78292 -2.69692 2.99867
H 1.49563 -3.28591 3.87097
H 2.04024 -1.93891 -0.88813
H -1.11975 -1.74712 0.09282
H -1.60560 -4.02034 -2.26416
H -2.97865 -6.07261 -2.03092
H -3.56799 -6.95852 0.13408
H -2.78490 -5.76294 2.24113
C 3.27006 3.62243 -5.62819
C 3.36448 2.47598 -4.63730
O 3.43887 2.94193 -3.29246
P 2.07420 3.53165 -2.58163
O 1.13589 2.37919 -2.76140
O 2.41943 3.30346 -0.98531
C 1.44827 2.73064 -0.10438
C 1.78983 1.28354 0.18210
O 2.64692 5.06618 -2.48232
C 3.94572 5.34803 -1.94019
C 4.91886 5.73319 -3.03538
H 2.41954 4.27173 -5.40236
H 3.15889 3.24131 -6.64446
H 4.16672 4.24178 -5.59120
H 2.51978 1.79441 -4.75986
H 4.27171 1.89932 -4.82470
H 0.44270 2.82808 -0.51363
H 1.47402 3.30540 0.82418
H 1.94829 0.71717 -0.73656
H 0.99151 0.79942 0.74825
H 2.71618 1.21486 0.75534
H 4.34199 4.52176 -1.35606
H 3.81334 6.19336 -1.26246
H 5.26379 4.85119 -3.57508
H 5.79784 6.22062 -2.60951
H 4.45333 6.40009 -3.76236
C -5.26533 2.74280 -1.02625
C -4.22027 2.65479 0.07139
O -4.74354 2.05830 1.25586
P -4.99908 0.43122 1.27681
O -3.63951 -0.07665 0.90321
O -4.92819 0.11420 2.89414
C -4.16140 -0.99313 3.37506
C -2.85644 -0.50794 3.96527
O -6.63076 0.56895 1.37823
C -7.25166 1.42834 2.34572
C -7.82531 2.66447 1.68422
H -5.68828 1.75937 -1.24984
H -4.82801 3.15099 -1.93864
H -6.09130 3.38755 -0.72441
H -3.34378 2.10493 -0.27894
H -3.88325 3.65672 0.34216
H -3.99008 -1.72294 2.58322
H -4.75391 -1.48981 4.14691
H -2.31970 0.14266 3.27313
H -2.20933 -1.34863 4.21423
H -3.03292 0.07750 4.86969
H -6.57563 1.70889 3.14898
H -8.06276 0.84783 2.78907
H -7.03770 3.38248 1.45556
H -8.53481 3.15841 2.35072
H -8.32407 2.41646 0.74631

Löwdin atomic charge list, values in e, 4 entries:
1. N -0.02
2. C -0.25
3. C -0.17
4. C -0.17



4.
A 9-piece molecular cluster, C27H46O27 overall in a non-equilibrium geometry, computed with ωB97M-V/def2-TZVPD.

Charge: 0
Orbital gap: 10.576 eV
Energy: -3087.7778 Eh
E_HOMO: -10.7 eV
ΔE to the lowest compared entry with this formula, charge and spin: 129.9 kJ/mol
SMILES: COC(=O)OC.COC(=O)OC.COC(=O)OC.COC(=O)OC.COC(=O)OC.O=C1OCCO1.O=C1OCCO1.O=C1OCCO1.O=C1OCCO1

Atoms and positions in Å:
C -4.31861 4.73808 -6.04006
O -3.04315 4.69154 -5.46173
C -1.98503 4.58376 -6.18545
O -1.93770 4.66283 -7.39666
O -0.93147 4.39698 -5.36108
C 0.34743 4.52626 -5.80186
H -4.22910 4.31382 -7.04010
H -4.57411 5.79715 -6.00594
H -5.03340 4.22120 -5.39971
H 0.82300 5.48221 -6.02118
H 0.48716 3.97175 -6.72980
H 1.07697 4.13472 -5.09293
C -2.70027 -10.69842 -0.99897
O -3.18418 -9.50615 -0.48327
C -2.99694 -8.35155 -1.21633
O -2.26081 -8.17592 -2.18011
O -3.82479 -7.34051 -0.69542
C -4.10709 -6.17002 -1.45886
H -3.25092 -11.41296 -0.38716
H -1.64897 -10.96561 -0.89188
H -2.85848 -10.75273 -2.07607
H -5.14959 -6.26579 -1.76238
H -3.49364 -6.06906 -2.35418
H -3.93234 -5.28137 -0.85235
C -0.99018 -1.52470 2.14773
O -1.74048 -0.27694 2.05940
C -1.28350 0.75460 1.37184
O -0.23624 0.82001 0.77132
O -2.20536 1.71877 1.46470
C -2.02433 2.98793 0.88346
H -0.67887 -1.86071 1.15866
H -1.57399 -2.34910 2.55717
H -0.17925 -1.39199 2.86388
H -2.89477 3.23339 0.27503
H -1.13067 3.06879 0.26465
H -1.92454 3.84066 1.55501
C 0.90514 9.26831 -0.42745
O -0.48544 9.05724 -0.62298
C -1.01845 9.29258 -1.82583
O -0.39569 9.32801 -2.89487
O -2.29150 9.58887 -1.65422
C -3.07973 9.91588 -2.76687
H 1.14353 9.26388 0.63615
H 1.17023 10.26912 -0.76833
H 1.48698 8.50940 -0.95053
H -2.99130 9.22884 -3.60845
H -3.04803 10.93185 -3.16045
H -4.09901 9.59566 -2.55090
C 4.49387 -2.89131 -3.46145
O 5.37525 -3.25424 -4.54730
C 6.20990 -2.35391 -5.11337
O 6.45632 -1.24901 -4.65217
O 6.80863 -2.89102 -6.17739
C 7.77815 -2.21506 -6.93770
H 3.65528 -3.58606 -3.50825
H 4.05288 -1.89528 -3.50091
H 5.01796 -2.84955 -2.50662
H 8.60760 -1.85239 -6.33060
H 7.45294 -1.36993 -7.54440
H 8.19182 -2.89701 -7.68062
O 8.66398 5.34631 0.31391
C 7.62566 4.70345 0.45286
O 6.72795 4.40756 -0.47776
C 5.71215 3.54605 0.01145
C 5.91693 3.54680 1.52284
O 7.21888 4.22446 1.58350
H 4.69873 3.93239 -0.09722
H 5.74205 2.51376 -0.33727
H 5.88526 2.60488 2.07044
H 5.23791 4.22800 2.03566
O 1.61409 -3.63576 9.05433
C 2.07602 -2.59963 8.58993
O 1.35005 -1.46900 8.42796
C 2.27118 -0.44900 8.13206
C 3.42563 -1.19434 7.53864
O 3.32555 -2.37165 8.24935
H 1.76137 0.19280 7.41354
H 2.59466 0.08384 9.02623
H 4.32945 -0.62895 7.76564
H 3.40709 -1.12476 6.45102
O 3.18759 -6.59032 4.11397
C 2.78248 -7.44125 4.90075
O 1.63221 -8.00129 4.82412
C 1.23533 -8.54724 6.07048
C 2.55694 -8.80572 6.76555
O 3.42463 -7.98962 5.94299
H 0.51859 -7.89054 6.56357
H 0.72478 -9.46475 5.77786
H 2.65450 -9.88807 6.68142
H 2.49727 -8.67804 7.84640
O -11.66687 2.11138 0.19195
C -10.65752 1.50973 0.40733
O -10.38214 0.38589 1.10036
C -9.04875 -0.02998 0.93276
C -8.42772 1.23649 0.38743
O -9.48072 1.98040 -0.05505
H -8.51441 -0.22836 1.86186
H -8.90791 -0.82020 0.19531
H -7.63333 1.02604 -0.32865
H -7.88863 1.77246 1.16859

Löwdin atomic charge list, values in e, 4 entries:
1. C -0.03
2. O 0.02
3. C -0.60
4. O 0.12



5.
A 3-piece molecular cluster, C27H47BBrN4O16P2S overall in a non-equilibrium geometry, computed with ωB97M-V/def2-TZVPD.

Charge: +1
Orbital gap: 7.788 eV
Energy: -6158.9022 Eh
E_HOMO: -11.8 eV

Atoms and positions in Å:
C -1.12335 3.12611 2.83105
C -0.22568 2.67948 4.16953
B -0.61206 1.15375 4.60053
O -1.77506 1.06753 5.55762
C 0.04246 -0.27158 4.13913
C 0.40230 -0.91356 5.64562
N 1.17902 0.09850 6.51734
N 1.37429 -0.28441 3.34074
N 2.27057 0.72506 3.49205
C 2.60574 1.59102 2.34271
C 4.17581 1.66519 1.76259
O 1.77613 2.43355 1.66471
C 3.50033 0.39991 4.29165
C 4.59830 -0.78829 4.04113
O 3.77042 1.23418 5.33563
C 1.12212 -0.96417 1.97611
Br 2.75123 -1.51943 0.87735
O 0.15432 -0.08746 1.26199
C 0.42940 0.03044 -0.16457
C -0.84310 0.92270 -0.79263
C -1.91721 0.00230 -1.63274
C -0.32350 2.09468 -1.84781
C -1.08081 3.54677 -1.64382
C -0.27008 4.55745 -0.58653
C -2.68139 3.44182 -1.30943
C 0.09310 -2.16208 2.47191
C -0.84185 -2.86953 1.30623
C -0.04396 -3.97160 0.37360
O 0.01438 -5.25118 0.83753
O 0.54046 -3.58537 -0.93381
N 0.48351 -3.28201 3.34948
C 1.71825 -3.79754 3.24010
S 3.28408 -4.46454 2.95540
C -1.01289 -1.39055 3.48039
O -1.43076 -2.54287 4.28521
P -2.66926 -0.81056 2.73051
P -4.28416 -0.53724 4.12843
O -4.78784 0.98233 4.07768
O -4.03016 -0.93736 5.78178
O -5.64922 -1.52101 3.56525
H -1.01506 2.24473 2.06961
H -0.67725 4.14242 2.40181
H -2.21613 3.34680 3.18613
H 0.91032 2.92405 4.07054
H -0.62365 3.41445 5.02452
H -1.49264 1.69651 6.30479
H -0.58569 -1.11075 6.28805
H 0.92667 -1.95971 5.58557
H 0.63062 0.23726 7.41779
H 2.08743 -0.32284 6.82620
H 1.86164 -1.09393 3.84025
H 4.81600 2.37660 2.44995
H 4.17760 2.15868 0.67780
H 4.65557 0.60088 1.62429
H 4.16751 -1.70501 3.44540
H 5.54909 -0.30753 3.51617
H 4.91226 -1.20941 5.10337
H 0.39614 -0.98183 -0.77410
H 1.38201 0.69758 -0.43549
H -1.42848 1.39167 0.10638
H -2.02392 -1.09976 -1.25371
H -1.69592 -0.05600 -2.79219
H -2.97574 0.52033 -1.53423
H 0.82513 2.30987 -1.78879
H -0.53616 1.78094 -2.97997
H -0.99478 4.10073 -2.69757
H 0.59156 3.90862 -0.13265
H -1.05929 4.94567 0.18482
H 0.17291 5.47219 -1.21207
H -3.15082 4.49939 -1.60326
H -3.25666 2.64566 -1.94512
H -2.84671 3.33236 -0.15251
H -1.75223 -3.43785 1.81004
H -1.32155 -2.10646 0.54758
H -0.19363 -3.53570 -1.62238
H -1.95071 -2.30246 5.09747
H -2.37204 0.55024 2.24975
H -4.44323 -0.29788 6.43303
H -6.22224 -0.98254 2.94445
C -0.77384 -1.71702 -6.95565
C -1.65311 -2.06110 -5.79743
O -1.03206 -1.40195 -4.71027
C -0.30100 -0.37487 -5.23405
O 0.22737 0.50236 -4.57150
O -0.23937 -0.45710 -6.59526
H -1.32997 -1.64797 -7.89459
H 0.04983 -2.42759 -7.08108
H -2.66968 -1.67077 -5.91376
H -1.70438 -3.13880 -5.61964
C 1.79525 -0.67007 -11.30942
C 2.31350 -1.04994 -9.96030
O 1.18767 -1.63216 -9.33131
C 0.36027 -2.07021 -10.32488
O -0.62117 -2.77161 -10.14465
O 0.77495 -1.62195 -11.54577
H 2.56594 -0.72774 -12.08295
H 1.35349 0.33182 -11.32090
H 3.11352 -1.79582 -10.01452
H 2.67095 -0.18591 -9.39343

Löwdin atomic charge list, values in e, 4 entries:
1. C -0.10
2. C -0.14
3. B -0.37
4. O -0.01